No. 1
64
Properties=species:S:1:pos:R:3:forces:R:3 method="wB97M-V/def2-TZVPD" charge=+2 homo_lumo_gap_ev=7.54 max_force_ha_per_bohr=0.0227 mol_weight_g_mol=709.769 e_tot_ev=-74303.564 de_lowest_kcal_mol=6.6
H 2.5303 -3.9571 -4.8631 0.0 0.0 0.0
N 0.3951 -6.2012 -0.7726 0.0 -0.1 0.2
H 3.1979 -2.5881 -2.9244 0.0 0.0 0.0
O -2.6943 -2.6494 -1.9119 0.0 0.0 0.0
H -0.4184 -6.6918 -1.1140 0.0 0.0 -0.1
H -3.8471 1.4601 1.1626 0.0 0.0 0.0
C -2.6266 3.1449 -0.3919 0.0 0.0 0.0
C -1.5312 2.5434 0.4360 0.0 0.0 0.0
C 2.1552 -2.8217 -3.0859 0.0 0.1 0.0
H 1.6175 -7.8861 -0.9194 0.0 0.0 0.0
O 3.2846 -1.5145 -0.9148 0.0 0.0 0.1
H 1.1851 1.7160 4.2613 0.0 0.0 0.0
O -1.3808 -0.7359 -1.0345 0.0 -0.1 0.0
H 2.1037 -6.5175 -1.9253 0.0 0.0 0.0
C 0.9352 2.7219 1.0227 -0.1 0.0 -0.1
H -3.5293 3.2859 0.1958 0.0 0.0 0.0
C -0.5200 -3.3763 -3.5252 0.0 -0.1 0.0
H 2.3558 0.9930 3.1574 0.0 0.0 0.0
H 2.3437 -6.7121 1.1200 0.0 0.0 0.0
C 0.4390 -3.8561 -4.4123 0.0 0.0 0.0
C 0.2176 -5.0506 -0.1579 0.0 0.0 0.1
H -0.6462 3.0979 -2.0132 0.0 0.0 0.0
C 0.1467 3.3395 -1.3109 0.0 0.0 0.0
C 2.6500 -6.3024 0.1561 0.0 0.0 0.0
C 0.6836 1.9742 2.1980 -0.1 -0.1 0.0
O 1.5506 0.1816 -1.4045 -0.2 -0.1 -0.1
H -2.8756 2.5082 -1.2446 0.0 0.0 0.0
C -0.1441 -2.6175 -2.4272 0.0 0.0 0.0
C 1.7728 -3.5906 -4.1833 0.0 0.0 0.0
C -0.7341 0.1694 3.2606 0.1 0.0 0.0
H 1.0853 2.9717 -1.7204 0.0 0.0 0.0
H 2.1376 4.4681 0.8806 0.0 0.0 0.0
O 1.1555 -1.3876 0.3137 -0.1 -0.2 -0.1
H 0.2168 -0.2424 3.5891 0.0 0.0 0.0
Pt 0.4116 0.6876 0.3384 0.9 0.6 0.4
C 2.6176 -4.7835 0.2081 0.0 0.0 0.0
C 1.2119 -2.3098 -2.2088 0.0 0.1 -0.1
H -1.5671 -3.5942 -3.6810 0.0 0.0 0.0
H -3.1158 0.1936 2.1307 0.0 0.0 0.0
O -1.1722 -2.8807 0.0265 -0.1 -0.1 0.1
C -0.1310 2.7490 0.0427 -0.2 -0.1 -0.1
C -0.5464 1.2296 2.2112 -0.2 -0.2 -0.1
H 2.5716 3.2197 -0.2759 0.0 0.0 0.0
H -2.3333 4.1186 -0.7803 0.0 0.0 0.0
H 0.1294 -4.4310 -5.2742 0.0 0.0 0.0
N 1.2153 -4.3426 0.3111 0.1 0.1 -0.1
C -3.1015 1.2626 1.9253 0.0 0.0 0.1
C 1.6882 1.8432 3.3050 0.0 0.0 0.0
H 0.2184 4.4281 -1.2383 0.0 0.0 0.0
H 2.2999 2.7397 3.3669 0.0 0.0 0.0
C -1.7406 1.7207 1.5008 -0.1 0.1 -0.1
H 3.6649 -6.6429 -0.0397 0.0 0.0 0.0
S -1.4513 -4.5150 0.0997 0.1 0.0 -0.2
H 3.0330 3.0362 1.4085 0.0 0.0 0.0
H -1.3447 -0.6458 2.8770 0.0 0.0 0.0
H 3.0781 -4.3314 -0.6722 0.0 0.0 0.0
S -1.4881 -2.1112 -1.4006 0.0 0.1 0.1
H 3.1338 -4.4082 1.0889 0.0 0.0 0.0
C 2.2473 3.3888 0.7480 0.0 0.0 0.0
H -3.4071 1.7677 2.8455 0.0 0.0 0.0
C 1.7286 -6.8049 -0.9411 0.0 0.0 0.0
S 1.8984 -1.2062 -0.9784 0.0 0.0 -0.1
H 1.0176 -3.4202 0.6887 0.0 0.0 0.0
H -1.2467 0.5820 4.1334 0.0 0.0 0.0


No. 2
58
Properties=species:S:1:pos:R:3:forces:R:3 method="wB97M-V/def2-TZVPD" charge=0 homo_lumo_gap_ev=8.28 max_force_ha_per_bohr=0.0109 mol_weight_g_mol=382.508 e_tot_ev=-33357.249 de_lowest_kcal_mol=44.9
H 6.0727 -0.8730 -0.5690 0.1 0.0 0.1
C -0.4610 2.8076 -1.6459 0.3 0.0 -0.1
H -0.3445 -1.9959 2.8982 0.0 -0.1 0.1
C 0.8917 3.9630 0.1032 0.2 0.1 0.0
H -2.9719 -3.6331 0.8028 -0.1 -0.1 0.0
N -4.1791 0.2546 -0.2940 -0.3 -0.1 0.2
H -1.6474 -1.1365 -2.0164 0.0 -0.1 0.0
H 0.0991 -0.7593 1.7077 0.1 0.1 0.0
H -5.2890 -0.5039 -1.8636 0.1 0.1 -0.1
H 6.0238 -2.3404 0.4008 0.0 0.0 0.0
O 0.3668 3.5049 2.3911 0.0 0.0 0.0
C 5.5603 -1.3663 0.2586 0.0 0.1 0.0
C 0.0813 3.3432 1.2220 0.2 0.2 -0.1
H -1.6863 -2.8009 -1.3886 0.0 0.1 0.0
C -3.6185 -1.8274 -1.5087 0.3 0.4 0.2
N -2.3682 1.5316 -0.9183 -0.1 -0.2 -0.3
C -1.3671 -2.1771 1.0062 0.1 -0.2 0.4
C -3.1474 1.0448 0.0522 0.1 0.5 0.1
H 0.4082 4.9129 -0.1505 0.0 0.0 0.0
C -0.7205 -1.3475 2.1116 -0.1 -0.2 -0.4
H -4.6511 -0.1756 0.4882 0.1 0.1 0.0
C 0.9597 3.0763 -1.1496 -0.1 0.2 0.0
N -3.0304 1.3216 1.3612 -0.2 -0.2 0.3
H -1.8903 2.2764 2.7641 0.1 0.1 0.1
C 1.2033 0.5693 -0.6868 0.1 0.1 -0.1
C 1.7613 1.8260 -0.8682 0.1 0.1 -0.1
H 1.8908 4.1864 0.4813 -0.1 0.0 0.0
O -1.7292 -1.2623 -0.0128 0.0 0.1 0.1
H 5.7118 -0.7734 1.1697 0.1 0.0 0.0
H -3.7011 0.1952 -2.2791 -0.2 -0.1 0.0
H -4.1114 -2.4065 -0.7266 0.0 -0.1 0.0
H -3.3262 -2.2814 1.8978 -0.1 0.1 0.1
C -2.1027 -1.7915 -1.2639 -0.2 -0.2 -0.3
C -2.5556 -2.9687 1.5568 0.3 0.1 -0.3
H -2.2288 -3.5725 2.3995 0.0 -0.1 0.1
H -1.4563 -0.6651 2.5277 -0.1 0.1 0.1
C 1.9897 -0.5330 -0.4133 0.0 -0.2 0.1
H 0.1367 0.4213 -0.7484 -0.1 -0.1 0.0
N 4.1641 -1.5453 -0.0598 0.2 -0.2 0.1
H 1.4930 3.6396 -1.9266 -0.1 -0.1 0.1
C 3.3806 -0.4337 -0.2995 -0.1 0.1 -0.2
C 3.9391 0.8374 -0.4849 0.2 0.0 0.1
H 2.9503 -2.5845 1.3328 0.0 0.0 0.0
H 2.8675 -3.1591 -0.3478 -0.1 -0.1 0.1
H -3.7932 -2.3246 -2.4645 0.0 -0.1 0.0
C -4.2396 -0.4259 -1.5620 -0.1 -0.3 -0.2
C 3.5318 -2.7524 0.4178 -0.1 0.0 -0.1
H -0.8985 3.7479 -1.9990 0.0 0.0 0.0
H -0.6284 -2.8905 0.5963 -0.1 0.1 0.0
C -2.0053 2.0632 1.7086 0.2 0.1 -0.2
H 1.4963 -1.4828 -0.2911 0.0 -0.1 0.0
C 3.1445 1.9280 -0.7673 -0.1 -0.1 0.0
C -1.0829 2.5714 0.7888 -0.4 -0.3 -0.1
H -0.4643 2.1114 -2.4859 -0.1 0.0 0.0
H 3.6170 2.8905 -0.9102 0.1 0.1 0.0
H 5.0034 0.9882 -0.4098 0.1 0.0 0.0
C -1.3421 2.2779 -0.5597 0.0 0.2 0.5
H 4.2936 -3.5003 0.6268 0.0 0.0 0.0


No. 3
59
Properties=species:S:1:pos:R:3:forces:R:3 method="wB97M-V/def2-TZVPD" charge=0 homo_lumo_gap_ev=7.95 max_force_ha_per_bohr=0.0137 mol_weight_g_mol=398.507 e_tot_ev=-35405.807 de_lowest_kcal_mol=0.0
C -2.0648 -0.2356 5.4891 -0.1 0.0 -0.2
N -1.0441 -1.9328 4.1042 0.3 -0.1 0.0
H -3.0805 -0.0291 0.5110 -0.1 0.0 0.0
N 0.2459 0.1070 -2.4995 0.3 0.0 -0.5
H -1.0997 -0.3174 5.9892 0.0 0.0 0.0
C 0.0422 1.1605 1.0305 -0.1 0.1 0.2
C -0.2074 0.3520 -1.2581 0.2 0.3 0.6
C 0.9443 -0.4533 -5.0013 -0.3 0.1 -0.3
H 2.4788 2.7908 0.7890 0.0 0.1 0.1
H -1.4658 -3.7116 0.3186 -0.2 0.0 0.0
H 0.6414 1.5979 1.8101 0.0 0.0 0.1
H 0.6654 -4.4342 1.3951 0.1 -0.1 0.0
H -0.7627 -3.8587 3.3539 -0.1 0.0 -0.1
C 2.3902 1.8730 -5.6206 0.3 -0.1 0.2
H 3.7138 1.1652 -4.0631 0.0 0.0 0.0
C 2.8650 1.8338 0.4412 0.0 0.0 -0.1
H -0.2626 0.3123 -6.6440 0.0 0.0 0.1
H 2.9503 1.1758 1.3045 0.0 0.0 0.1
H -2.8088 0.6238 2.5992 0.2 0.0 0.2
O 1.4463 1.3652 -6.5332 0.1 0.0 -0.1
H -0.2138 -1.7343 4.6404 -0.2 0.1 0.0
C -0.8892 -2.8343 2.9830 0.1 0.0 -0.3
H -0.1512 1.3914 -5.2214 0.0 0.0 -0.1
H 0.1555 -1.4424 1.7152 0.0 0.1 0.1
H 1.9164 2.6205 -4.9637 0.1 0.0 0.0
H 1.1981 -2.4022 2.7691 0.0 0.1 0.0
C 2.3766 0.9754 -1.8450 0.0 0.2 0.2
H -0.2445 -4.0756 -0.8966 -0.1 -0.1 -0.1
N 1.9199 0.0624 -4.0592 0.1 -0.2 -0.2
H -0.6116 -2.3981 -0.4945 0.0 0.1 -0.1
H -2.1460 -0.4183 -1.7451 -0.1 -0.1 -0.1
H 3.4863 0.0257 -5.4047 0.0 0.1 0.1
C 1.9438 1.2408 -0.5777 0.1 0.0 -0.3
H 0.1388 -0.9221 -4.4393 0.1 0.0 -0.2
H 3.1649 2.3557 -6.2192 0.0 0.0 0.1
H 1.5315 -3.1673 0.5250 0.0 -0.1 0.0
H 3.4030 1.1827 -2.1050 0.1 0.0 0.0
C 1.4929 0.4068 -2.8040 -0.5 -0.2 0.4
C 0.3135 -2.4411 2.1264 -0.1 -0.3 0.0
C -0.5065 -3.4002 -0.0856 0.2 -0.1 0.1
C 0.4002 0.6892 -5.8642 -0.1 -0.3 0.2
C -2.0593 0.2420 0.2831 0.1 0.0 -0.1
N -1.8629 0.9828 2.5500 -0.4 0.0 -0.3
H -2.8590 -0.4285 6.2118 0.1 -0.1 0.0
C -1.2841 1.3311 3.7278 -0.5 0.2 0.3
C -1.2635 0.8138 1.2960 0.5 0.1 -0.1
C -1.5464 0.0184 -0.9617 -0.1 0.1 0.2
H -1.9740 1.9185 5.6711 0.0 0.0 -0.1
O -3.1934 -1.3816 3.7031 -0.5 0.1 -0.2
C -2.2329 1.1810 4.9114 0.2 -0.1 0.0
H -1.8172 -2.7792 2.4118 0.1 -0.1 0.1
O -0.1299 1.6825 3.8621 0.3 0.0 0.0
C 0.5757 -3.4245 0.9865 -0.1 0.2 0.0
H -3.2662 1.3299 4.5982 0.0 0.0 0.0
C 0.5935 0.9325 -0.2406 -0.4 -0.3 -0.4
H 3.8557 1.9891 0.0207 0.0 0.0 0.0
H 1.4453 -1.1890 -5.6382 0.0 0.0 0.0
C 2.9842 0.7510 -4.7550 0.0 0.4 -0.2
C -2.1731 -1.2449 4.3534 0.3 0.0 0.6


No. 4
60
Properties=species:S:1:pos:R:3:forces:R:3 method="wB97M-V/def2-TZVPD" charge=0 homo_lumo_gap_ev=8.17 max_force_ha_per_bohr=0.0126 mol_weight_g_mol=414.506 e_tot_ev=-37450.537 de_lowest_kcal_mol=97.0
H 4.5627 2.7602 -0.9915 0.0 0.0 0.0
C -2.6605 1.8826 0.3950 0.0 -0.1 0.3
C -7.4365 -2.3623 0.4094 -0.1 -0.1 0.0
H 0.6129 4.0674 -0.5277 -0.1 0.0 0.1
H 5.1992 -1.9966 -2.3074 0.0 0.0 0.0
C 6.0468 -1.5345 -1.7870 0.0 0.0 -0.3
N 0.8646 2.2417 0.4324 0.1 0.0 -0.1
O 5.5272 0.9957 -0.4705 -0.1 -0.5 0.2
H 3.2799 1.8888 0.7180 0.0 0.1 0.0
H 6.3425 2.7588 -0.9276 -0.1 0.0 0.0
H -2.2744 -1.0596 -0.9564 0.0 0.0 -0.1
O -0.1875 2.1101 2.4490 -0.3 0.1 0.3
H -1.6859 0.7063 -2.5510 0.0 0.0 0.0
C -5.2797 -2.0972 -0.6205 0.2 0.1 0.0
H -6.0331 0.5682 1.3134 0.0 0.1 0.0
C -6.1253 -0.3951 0.8350 0.1 0.0 0.1
H 1.9981 -2.0103 1.8893 -0.1 -0.1 0.0
H -0.5211 3.7032 0.7893 0.1 0.0 -0.1
C 3.8303 -1.9407 0.8207 0.0 0.2 0.0
C -6.4343 -2.8307 -0.4206 -0.2 -0.1 0.0
H 4.8034 -5.0539 0.9054 0.0 0.1 0.0
H -1.6670 3.5856 -1.4053 0.1 0.0 0.0
N -3.9892 -0.0611 -0.2293 0.2 0.2 -0.2
C 5.4374 2.3989 -0.4404 0.0 0.3 0.0
C -2.4066 0.9365 -1.7614 0.0 -0.3 -0.1
O 3.8867 -3.2858 0.9919 -0.2 0.3 0.0
C 4.9822 -4.0461 0.5297 0.3 -0.3 0.0
N -1.7113 1.5880 -0.6669 0.0 0.1 -0.1
H 5.0245 -4.0723 -0.5621 0.0 0.0 0.1
H 1.2858 1.6458 -0.2646 0.0 0.0 0.1
H -3.9990 0.7959 1.6804 0.0 0.0 0.0
C -5.0990 -0.8589 0.0028 -0.3 -0.2 0.0
H -4.5086 -2.5062 -1.2550 0.1 0.0 0.0
C 4.5493 0.2615 0.1354 0.0 -0.2 0.0
H -0.4245 2.4691 -2.0134 -0.1 0.1 0.0
H 6.9637 -2.0606 -2.0480 0.0 0.0 -0.1
C 4.7636 -1.1315 0.1642 0.3 -0.1 -0.2
H -8.0450 -0.7526 1.6828 0.0 0.0 0.0
H -2.1310 2.3286 1.2363 0.0 0.0 0.0
C 3.4167 0.8217 0.7019 0.1 0.2 -0.1
H -6.5441 -3.7864 -0.9136 0.0 -0.1 0.0
H -3.1894 1.5920 -2.1852 0.0 -0.1 0.0
C 2.6960 -1.3578 1.3902 0.0 0.1 0.0
C -7.2694 -1.1382 1.0366 0.0 0.0 0.0
H 5.4041 2.7778 0.5852 0.0 0.0 0.0
H -2.5095 -0.0707 1.2569 0.0 0.0 0.1
C 0.6084 1.6690 1.6444 0.2 -0.1 -0.2
O 5.9169 -1.6668 -0.3857 -0.3 0.3 0.5
H -8.3347 -2.9402 0.5656 -0.1 0.0 0.0
C 2.4712 0.0053 1.3226 0.4 -0.3 -0.3
H 5.9289 -3.6687 0.9188 -0.1 -0.1 0.0
C 0.0001 3.2822 -0.0712 -0.2 0.1 -0.1
C -0.9886 2.7605 -1.1210 0.1 0.0 0.2
N 1.3360 0.5352 1.9348 -0.2 -0.3 0.5
H 0.9938 0.0372 2.7442 0.0 0.2 -0.1
H -3.5956 -0.8018 -2.1340 0.0 0.0 0.1
H 6.1277 -0.4886 -2.0893 0.0 -0.1 0.0
C -3.3054 0.5857 0.8693 0.0 0.3 0.1
C -3.0609 -0.3634 -1.2903 0.0 0.2 -0.3
H -3.4436 2.5792 0.0455 0.0 0.0 0.0


What did the second record say?
58
Properties=species:S:1:pos:R:3:forces:R:3 method="wB97M-V/def2-TZVPD" charge=0 homo_lumo_gap_ev=8.28 max_force_ha_per_bohr=0.0109 mol_weight_g_mol=382.508 e_tot_ev=-33357.249 de_lowest_kcal_mol=44.9
H 6.0727 -0.8730 -0.5690 0.1 0.0 0.1
C -0.4610 2.8076 -1.6459 0.3 0.0 -0.1
H -0.3445 -1.9959 2.8982 0.0 -0.1 0.1
C 0.8917 3.9630 0.1032 0.2 0.1 0.0
H -2.9719 -3.6331 0.8028 -0.1 -0.1 0.0
N -4.1791 0.2546 -0.2940 -0.3 -0.1 0.2
H -1.6474 -1.1365 -2.0164 0.0 -0.1 0.0
H 0.0991 -0.7593 1.7077 0.1 0.1 0.0
H -5.2890 -0.5039 -1.8636 0.1 0.1 -0.1
H 6.0238 -2.3404 0.4008 0.0 0.0 0.0
O 0.3668 3.5049 2.3911 0.0 0.0 0.0
C 5.5603 -1.3663 0.2586 0.0 0.1 0.0
C 0.0813 3.3432 1.2220 0.2 0.2 -0.1
H -1.6863 -2.8009 -1.3886 0.0 0.1 0.0
C -3.6185 -1.8274 -1.5087 0.3 0.4 0.2
N -2.3682 1.5316 -0.9183 -0.1 -0.2 -0.3
C -1.3671 -2.1771 1.0062 0.1 -0.2 0.4
C -3.1474 1.0448 0.0522 0.1 0.5 0.1
H 0.4082 4.9129 -0.1505 0.0 0.0 0.0
C -0.7205 -1.3475 2.1116 -0.1 -0.2 -0.4
H -4.6511 -0.1756 0.4882 0.1 0.1 0.0
C 0.9597 3.0763 -1.1496 -0.1 0.2 0.0
N -3.0304 1.3216 1.3612 -0.2 -0.2 0.3
H -1.8903 2.2764 2.7641 0.1 0.1 0.1
C 1.2033 0.5693 -0.6868 0.1 0.1 -0.1
C 1.7613 1.8260 -0.8682 0.1 0.1 -0.1
H 1.8908 4.1864 0.4813 -0.1 0.0 0.0
O -1.7292 -1.2623 -0.0128 0.0 0.1 0.1
H 5.7118 -0.7734 1.1697 0.1 0.0 0.0
H -3.7011 0.1952 -2.2791 -0.2 -0.1 0.0
H -4.1114 -2.4065 -0.7266 0.0 -0.1 0.0
H -3.3262 -2.2814 1.8978 -0.1 0.1 0.1
C -2.1027 -1.7915 -1.2639 -0.2 -0.2 -0.3
C -2.5556 -2.9687 1.5568 0.3 0.1 -0.3
H -2.2288 -3.5725 2.3995 0.0 -0.1 0.1
H -1.4563 -0.6651 2.5277 -0.1 0.1 0.1
C 1.9897 -0.5330 -0.4133 0.0 -0.2 0.1
H 0.1367 0.4213 -0.7484 -0.1 -0.1 0.0
N 4.1641 -1.5453 -0.0598 0.2 -0.2 0.1
H 1.4930 3.6396 -1.9266 -0.1 -0.1 0.1
C 3.3806 -0.4337 -0.2995 -0.1 0.1 -0.2
C 3.9391 0.8374 -0.4849 0.2 0.0 0.1
H 2.9503 -2.5845 1.3328 0.0 0.0 0.0
H 2.8675 -3.1591 -0.3478 -0.1 -0.1 0.1
H -3.7932 -2.3246 -2.4645 0.0 -0.1 0.0
C -4.2396 -0.4259 -1.5620 -0.1 -0.3 -0.2
C 3.5318 -2.7524 0.4178 -0.1 0.0 -0.1
H -0.8985 3.7479 -1.9990 0.0 0.0 0.0
H -0.6284 -2.8905 0.5963 -0.1 0.1 0.0
C -2.0053 2.0632 1.7086 0.2 0.1 -0.2
H 1.4963 -1.4828 -0.2911 0.0 -0.1 0.0
C 3.1445 1.9280 -0.7673 -0.1 -0.1 0.0
C -1.0829 2.5714 0.7888 -0.4 -0.3 -0.1
H -0.4643 2.1114 -2.4859 -0.1 0.0 0.0
H 3.6170 2.8905 -0.9102 0.1 0.1 0.0
H 5.0034 0.9882 -0.4098 0.1 0.0 0.0
C -1.3421 2.2779 -0.5597 0.0 0.2 0.5
H 4.2936 -3.5003 0.6268 0.0 0.0 0.0